A structure of composition C83H172F10N11O18S6 in a non-equilibrium geometry, computed with ωB97M-V with the def2-TZVPD basis set.

Calculated values
Net charge = +5
Kohn-Sham gap = 6.56 eV
Calculated total energy = -234241.725 eV

Each line ends with the Löwdin charge.
CARTESIAN COORDINATES (ANGSTROEM)
C -3.46 -6.73 -3.03  -0.072
C -4.83 -6.14 -2.73  -0.206
C -4.64 -5.40 -1.45  -0.158
N -5.74 -4.60 -0.79  -0.239
C -6.47 -3.81 -1.88  -0.097
C -5.57 -2.74 -2.55  -0.168
C -5.12 -1.70 -1.56  -0.157
C -4.36 -2.47 -0.42  -0.146
C -5.23 -3.57 0.22  -0.087
C -6.77 -5.54 -0.15  0.064
H -3.24 -6.91 -4.09  0.085
H -3.35 -7.68 -2.44  0.098
H -2.64 -6.13 -2.68  0.034
H -5.53 -6.92 -2.70  0.099
H -5.10 -5.33 -3.44  0.116
H -3.87 -4.70 -1.64  0.099
H -4.33 -6.09 -0.69  0.126
H -6.91 -4.56 -2.55  0.131
H -7.39 -3.30 -1.38  0.169
H -4.72 -3.22 -3.03  0.099
H -6.09 -2.22 -3.40  0.144
H -4.45 -0.94 -1.97  0.120
H -6.00 -1.35 -1.06  0.103
H -3.40 -2.92 -0.72  0.105
H -4.10 -1.78 0.40  0.086
H -4.68 -4.14 1.00  0.134
H -6.06 -3.10 0.72  0.130
H -7.57 -4.94 0.14  0.087
H -6.35 -6.05 0.72  0.116
H -6.98 -6.23 -0.95  0.103
C -5.65 -0.26 7.06  -0.090
C -4.71 -1.14 6.35  -0.280
C -5.07 -2.56 6.56  -0.157
N -4.20 -3.52 5.83  -0.247
C -2.73 -3.39 6.27  -0.090
C -1.84 -4.41 5.58  -0.150
C -2.31 -5.79 5.94  -0.170
C -3.79 -6.03 5.57  -0.169
C -4.64 -4.98 6.22  -0.093
C -4.37 -3.30 4.34  0.042
H -5.27 0.79 6.96  0.105
H -5.71 -0.28 8.16  0.092
H -6.66 -0.39 6.77  0.075
H -3.77 -0.94 6.80  0.113
H -4.71 -0.87 5.34  0.064
H -6.15 -2.69 6.18  0.168
H -5.02 -2.80 7.64  0.157
H -2.83 -3.52 7.34  0.143
H -2.47 -2.38 6.10  0.116
H -0.76 -4.30 5.85  0.143
H -1.85 -4.16 4.52  0.114
H -2.24 -6.02 7.01  0.127
H -1.75 -6.60 5.51  0.112
H -4.18 -7.00 5.84  0.129
H -3.94 -6.01 4.48  0.109
H -4.70 -5.11 7.32  0.150
H -5.68 -5.00 5.93  0.128
H -3.90 -2.33 4.11  0.084
H -5.43 -3.29 4.16  0.106
H -3.85 -4.18 3.88  0.095
C 3.55 -9.05 -0.36  -0.089
C 2.90 -10.40 -0.55  -0.255
C 1.66 -10.48 0.28  -0.126
N 0.70 -11.67 -0.04  -0.253
C -0.43 -11.51 0.99  -0.105
C -1.64 -12.45 0.81  -0.155
C -2.23 -12.26 -0.59  -0.154
C -1.10 -12.41 -1.71  -0.134
C 0.02 -11.43 -1.44  -0.082
C 1.39 -12.96 0.02  0.020
H 4.50 -9.04 -0.95  0.100
H 3.74 -8.86 0.71  0.098
H 3.02 -8.26 -0.85  0.052
H 3.61 -11.16 -0.20  0.117
H 2.76 -10.60 -1.65  0.129
H 1.02 -9.60 0.24  0.121
H 2.01 -10.59 1.29  0.140
H -0.71 -10.40 0.88  0.151
H 0.06 -11.77 1.94  0.137
H -2.38 -12.08 1.51  0.123
H -1.36 -13.51 0.97  0.130
H -2.75 -11.29 -0.73  0.120
H -3.00 -13.02 -0.82  0.116
H -1.53 -12.37 -2.69  0.120
H -0.59 -13.38 -1.68  0.103
H -0.34 -10.40 -1.37  0.134
H 0.88 -11.46 -2.09  0.116
H 1.65 -13.18 1.03  0.114
H 2.26 -12.95 -0.65  0.114
H 0.73 -13.73 -0.35  0.094
C 4.58 5.90 1.64  -0.074
C 5.41 6.76 2.55  -0.257
C 6.30 7.71 1.88  -0.125
N 6.89 8.89 2.71  -0.250
C 5.71 9.87 2.97  -0.100
C 6.12 11.20 3.58  -0.157
C 7.20 11.89 2.73  -0.175
C 8.38 10.93 2.52  -0.150
C 7.88 9.61 1.87  -0.115
C 7.51 8.41 3.99  0.053
H 4.01 5.24 2.29  0.063
H 5.04 5.18 1.03  0.069
H 3.92 6.53 1.02  0.090
H 5.88 6.13 3.29  0.119
H 4.74 7.29 3.23  0.109
H 5.85 8.20 1.01  0.140
H 7.13 7.20 1.46  0.129
H 5.23 9.95 2.03  0.122
H 4.97 9.37 3.58  0.121
H 5.20 11.76 3.56  0.122
H 6.45 11.05 4.65  0.141
H 6.78 12.25 1.78  0.126
H 7.50 12.81 3.28  0.132
H 9.12 11.45 1.86  0.142
H 8.96 10.72 3.39  0.099
H 7.39 9.91 0.91  0.153
H 8.72 8.94 1.72  0.137
H 8.29 7.74 3.72  0.115
H 6.68 7.96 4.54  0.115
H 7.91 9.23 4.53  0.085
C -4.45 9.60 -0.86  -0.085
C -4.90 8.39 -0.04  -0.249
C -4.67 7.22 -0.94  -0.116
N -5.20 5.84 -0.38  -0.257
C -4.57 5.47 0.94  -0.122
C -3.07 5.32 0.88  -0.165
C -2.68 4.29 -0.15  -0.175
C -3.37 4.53 -1.51  -0.141
C -4.88 4.76 -1.37  -0.106
C -6.73 5.93 -0.20  0.047
H -4.94 9.55 -1.85  0.091
H -3.38 9.63 -0.97  0.078
H -4.69 10.56 -0.40  0.090
H -5.96 8.52 0.17  0.110
H -4.39 8.40 0.93  0.125
H -3.60 7.14 -1.15  0.128
H -5.26 7.40 -1.87  0.148
H -4.77 6.28 1.58  0.113
H -5.10 4.62 1.32  0.124
H -2.68 6.34 0.75  0.118
H -2.75 5.09 1.90  0.134
H -1.58 4.35 -0.27  0.119
H -2.97 3.29 0.31  0.117
H -2.76 5.29 -2.02  0.120
H -3.32 3.63 -2.11  0.101
H -5.45 4.97 -2.27  0.134
H -5.33 3.84 -0.87  0.159
H -6.93 6.67 0.56  0.089
H -7.06 4.98 0.27  0.122
H -7.15 6.15 -1.20  0.128
C 1.49 1.84 9.23  -0.018
C 1.91 2.02 7.84  -0.426
C 1.82 3.36 7.11  -0.121
C 2.87 4.36 7.55  -0.182
C 4.31 3.99 7.39  -0.125
C 4.62 2.61 7.99  -0.457
N 3.48 1.59 7.80  0.031
O 3.75 0.45 7.89  0.224
C 4.67 2.62 9.54  -0.004
C 5.92 2.08 7.47  -0.013
C 1.26 0.98 6.95  -0.026
H 0.38 1.87 9.33  0.130
H 1.91 2.46 10.00  0.077
H 1.80 0.84 9.51  0.100
H 0.87 3.73 7.48  0.129
H 1.72 3.19 6.02  0.128
H 2.60 4.59 8.62  0.136
H 2.63 5.27 7.04  0.110
H 5.00 4.75 7.85  0.155
H 4.47 4.02 6.32  0.103
H 4.79 1.63 10.01  0.112
H 3.82 3.23 9.90  0.075
H 5.60 3.27 9.87  0.154
H 6.59 2.99 7.67  0.132
H 5.89 1.85 6.41  0.076
H 6.38 1.23 8.01  0.106
H 1.89 0.83 6.10  0.052
H 0.26 1.34 6.67  0.115
H 1.20 0.06 7.53  0.091
C 4.42 7.86 -7.52  0.023
C 4.40 6.45 -8.05  -0.478
C 5.11 5.52 -7.08  -0.148
C 4.55 5.32 -5.68  -0.147
C 3.00 5.55 -5.60  -0.075
C 2.24 5.27 -6.98  -0.425
N 2.93 5.99 -8.08  0.049
O 2.21 6.35 -9.07  0.199
C 0.72 5.64 -6.91  0.018
C 2.39 3.81 -7.41  0.020
C 4.95 6.30 -9.44  -0.003
H 5.46 8.10 -7.71  0.111
H 4.26 7.93 -6.43  0.108
H 3.86 8.53 -8.18  0.112
H 6.08 6.01 -6.94  0.135
H 5.31 4.57 -7.60  0.125
H 5.07 6.01 -5.01  0.109
H 4.84 4.36 -5.23  0.122
H 2.65 6.49 -5.19  0.115
H 2.63 4.82 -4.93  0.103
H 0.37 5.04 -6.07  0.084
H 0.16 5.48 -7.86  0.111
H 0.72 6.69 -6.55  0.101
H 1.83 3.63 -8.30  0.101
H 1.78 3.23 -6.75  0.069
H 3.45 3.53 -7.40  0.097
H 4.95 5.25 -9.81  0.122
H 6.00 6.61 -9.43  0.117
H 4.51 6.97 -10.14  0.085
C 2.42 0.16 -2.21  -0.023
C 1.97 0.12 -0.81  -0.436
C 1.74 1.56 -0.27  -0.064
C 0.81 1.67 0.94  -0.141
C 0.32 0.34 1.44  -0.111
C -0.28 -0.54 0.35  -0.438
N 0.67 -0.67 -0.71  0.034
O 0.41 -1.48 -1.62  0.155
C -1.53 0.05 -0.39  0.045
C -0.67 -1.91 0.84  0.003
C 2.93 -0.71 0.07  0.042
H 2.53 -0.84 -2.64  0.110
H 3.37 0.68 -2.24  0.118
H 1.75 0.76 -2.77  0.055
H 1.29 2.16 -1.07  0.117
H 2.74 1.88 0.02  0.122
H -0.01 2.36 0.66  0.115
H 1.26 2.09 1.81  0.090
H -0.51 0.50 2.12  0.124
H 1.05 -0.21 1.95  0.101
H -1.85 -0.62 -1.16  0.086
H -1.33 1.07 -0.64  0.084
H -2.31 0.11 0.37  0.057
H 0.11 -2.40 1.38  0.082
H -0.99 -2.71 0.12  0.088
H -1.54 -1.76 1.56  0.098
H 2.96 -1.78 -0.22  0.111
H 2.71 -0.61 1.13  0.073
H 3.88 -0.25 -0.23  0.106
C -1.14 -2.60 -4.70  -0.013
C -0.83 -3.42 -5.92  -0.414
C -2.16 -3.57 -6.80  -0.105
C -1.90 -4.10 -8.15  -0.192
C -1.01 -3.13 -8.92  -0.086
C 0.41 -3.06 -8.28  -0.385
N 0.11 -2.72 -6.83  0.027
O 0.91 -1.91 -6.34  0.211
C 1.27 -1.91 -8.93  0.014
C 1.07 -4.45 -8.38  -0.008
C -0.10 -4.75 -5.60  0.038
H -1.86 -3.16 -4.14  0.088
H -1.61 -1.69 -5.03  0.067
H -0.24 -2.48 -4.05  0.104
H -2.78 -2.64 -6.85  0.147
H -2.63 -4.34 -6.18  0.127
H -2.84 -4.22 -8.67  0.136
H -1.46 -5.09 -8.05  0.098
H -1.56 -2.20 -8.78  0.133
H -0.84 -3.26 -9.98  0.136
H 1.09 -1.89 -10.00  0.102
H 2.31 -2.02 -8.70  0.086
H 0.90 -0.93 -8.62  0.076
H 1.45 -4.49 -9.41  0.113
H 0.30 -5.27 -8.43  0.098
H 1.91 -4.71 -7.74  0.099
H -0.65 -5.64 -5.85  0.097
H 0.19 -4.82 -4.52  0.107
H 0.78 -4.79 -6.20  0.047
N -0.30 -5.45 0.49  -0.297
S 0.39 -5.26 -0.92  0.482
O 1.40 -4.30 -0.83  -0.250
O -0.57 -5.11 -1.97  -0.311
F 1.00 -6.73 -1.28  -0.190
S -1.38 -6.52 0.76  0.472
O -1.59 -7.54 -0.24  -0.304
O -2.51 -5.99 1.42  -0.301
F -0.61 -7.31 1.97  -0.217
N -0.21 2.11 -5.79  -0.306
S -0.73 2.15 -4.26  0.563
O -2.16 2.10 -4.11  -0.284
O 0.08 3.07 -3.57  -0.284
F -0.26 0.58 -3.79  -0.250
S -1.18 1.60 -6.81  0.388
O -0.35 1.31 -7.93  -0.293
O -2.39 2.28 -7.07  -0.229
F -1.58 0.19 -6.24  -0.193
C 4.97 0.64 3.03  -0.603
F 5.45 0.82 1.81  0.143
F 4.16 -0.44 3.09  0.101
F 6.03 0.26 3.86  0.072
S 4.14 2.15 3.70  0.480
O 3.22 1.67 4.72  -0.323
O 5.17 3.07 4.18  -0.324
O 3.49 2.66 2.51  -0.329
C -5.27 0.83 2.19  -0.578
F -5.56 2.13 2.38  0.106
F -6.24 0.18 2.86  0.122
F -5.40 0.52 0.81  0.056
S -3.58 0.56 2.81  0.435
O -2.81 1.46 1.99  -0.312
O -3.59 0.82 4.22  -0.277
O -3.38 -0.82 2.49  -0.336